# 1
23
Properties=species:S:1:pos:R:3 method="wB97M-V/def2-TZVPD" multiplicity=1 max_force_ev_per_a=4.22 total_charge=0 e_homo_ha=-0.3367 lumo_ha=0.0163 orbital_gap_ev=9.606 de_lowest_kcal_mol=30.16
S -1.59706 -0.80629 0.51651
S 1.35511 -1.29841 0.32759
C 2.04335 1.39026 0.75847
H 1.46674 2.05793 0.23971
C 2.35403 0.41364 -1.56787
H 3.00169 -0.29167 -2.11945
H 2.93413 2.01338 1.19467
H -1.89829 1.90349 0.10575
H -3.41126 1.74807 -0.52385
O -1.38298 -0.66957 1.90956
H -0.91148 -3.00437 0.37871
F 3.68188 -0.29439 0.32242
O -0.10046 -0.64425 -0.19535
H 1.41998 0.99848 1.63987
H 1.25009 0.28076 -1.95006
C -1.85497 -2.58056 0.05865
H -2.72979 -3.09129 0.53935
C 2.42811 0.13278 -0.07462
C -2.76387 1.32693 0.17735
H -2.03671 -2.51650 -1.04320
H -3.12596 1.48478 1.20003
N -2.75593 -0.09191 -0.19336
H 2.63365 1.53870 -1.70089

=====

# 2
7
Properties=species:S:1:pos:R:3 method="wB97M-V/def2-TZVPD" multiplicity=1 max_force_ev_per_a=5.94 total_charge=0 e_homo_ha="-0.3624 / -0.3624" lumo_ha="-0.0472 / -0.0472" orbital_gap_ev="8.577 / 8.576" de_lowest_kcal_mol=106.71
F 3.55923 0.02922 -0.09530
H -2.88379 -1.41598 -0.13846
C -1.16576 0.39587 0.20976
C 1.16508 0.59664 0.04917
P -1.33702 -1.17527 -0.03993
H -1.60063 1.43302 -0.06553
C 2.26289 0.13649 0.08029

=====

# 3
22
Properties=species:S:1:pos:R:3 method="wB97M-V/def2-TZVPD" multiplicity=1 max_force_ev_per_a=3.24 total_charge=0 e_homo_ha=-0.3363 lumo_ha=0.0323 orbital_gap_ev=10.030 de_lowest_kcal_mol=45.54
H -2.06593 0.30225 -0.73022
O -1.34966 1.03521 1.81059
H -1.29598 2.63508 -1.02927
C -1.04288 -1.79320 2.25691
O 0.88093 2.05843 1.61087
C -1.02831 0.01192 -0.93554
H -1.30564 -2.81909 2.46575
N 0.13794 -1.62387 1.84016
N 0.69205 -0.45239 1.54826
S -0.03809 1.03561 1.23787
H 2.45654 0.41002 0.68708
H 0.12137 2.28468 -2.05981
H -0.88933 -0.10574 -2.00979
C 2.06735 -0.57147 0.87426
H -0.82220 -0.93799 -0.44892
H -1.77793 -1.01404 2.40941
N -0.09027 0.99435 -0.44633
H 0.34563 3.00203 -0.44492
C -0.24934 2.30807 -1.03418
H 2.11503 -2.65568 0.84607
H 3.58036 -1.78635 0.14028
C 2.61378 -1.73431 0.60415

=====

# 4
10
Properties=species:S:1:pos:R:3 method="wB97M-V/def2-TZVPD" multiplicity=2 s2=0.81 max_force_ev_per_a=6.33 total_charge=+1 e_homo_ha="-0.4482 / -0.4504" lumo_ha="-0.2890 / -0.2826" orbital_gap_ev="4.332 / 4.567" de_lowest_kcal_mol=109.56
O -0.17663 1.70197 -0.90442
H 0.02221 -0.99164 0.61000
H -3.54917 1.24497 1.03716
C -0.09503 0.39092 -0.97781
H -0.23523 0.05152 -2.01526
C -2.53319 0.96012 0.79313
H -1.34168 1.93036 -0.14739
C -1.90913 -0.12008 0.56693
C -0.68493 -0.45587 -0.03342
Hg 1.48159 3.47541 -1.59478

=====

# 5
20
Properties=species:S:1:pos:R:3 method="wB97M-V/def2-TZVPD" multiplicity=1 max_force_ev_per_a=3.63 total_charge=0 e_homo_ha=-0.3309 lumo_ha=-0.0504 orbital_gap_ev=7.632 de_lowest_kcal_mol=8.08
C 2.49445 -0.05914 0.92409
C 0.10513 -0.24844 -0.25860
C -1.86023 0.96624 -0.68609
Cl -1.02953 3.08428 -2.14381
C 2.83030 0.93578 1.82644
C -0.75644 1.65245 -1.27450
Cl 0.66118 -1.60019 -1.53340
Cl 3.80399 -0.49344 -0.05314
C -1.37736 -0.24471 -0.18717
Cl 1.89418 1.28448 -1.62839
Cl -2.26171 -1.47659 0.74801
Cl 0.88429 -2.06934 1.80045
C 0.38599 0.99102 -1.03616
C 0.97894 -0.40150 1.05050
Cl 1.69767 2.52203 3.93086
C 0.56372 0.61195 2.15816
Cl 4.39152 1.66779 1.91128
C 1.64100 1.30194 2.58298
Cl -3.50884 1.61267 -0.60713
Cl -0.95471 0.54627 3.05917

=====

# 6
120
Properties=species:S:1:pos:R:3 method="wB97M-V/def2-TZVPD" multiplicity=1 max_force_ev_per_a=4.64 total_charge=0 e_homo_ha=-0.3203 lumo_ha=0.0267 orbital_gap_ev=9.443
N -0.51484 -4.45019 2.30641
H -2.53615 -1.24363 -0.48629
N -1.63935 0.58744 4.71282
H -2.27047 -3.06084 -5.79543
H 2.51144 -2.93924 -0.99878
H -2.55602 -1.21594 3.97589
C -1.83573 -5.01804 2.49474
H 3.59854 1.34635 5.11125
H -3.65429 -0.23547 -5.64349
C 3.64138 1.43717 4.02694
C -1.66068 -2.26160 -5.42253
H -1.51926 -1.35820 5.49744
C 5.80286 3.46677 0.90152
H -0.49637 -0.20254 3.13940
H 1.41732 5.61045 1.70175
C 5.19056 0.00190 2.71670
C 1.42272 -2.63692 -1.07650
H -1.79601 -5.90250 3.05556
N -2.39247 -1.48376 -4.44679
C 1.35869 4.76112 2.42860
C -0.05427 -3.53004 3.17341
N 1.17900 -0.04188 1.09558
C -2.19870 -0.19506 -0.41599
C -3.69814 -1.00497 -4.84749
H -0.32137 -3.13272 -2.19086
H -5.59869 -4.98757 -3.39489
H -5.31378 -3.23854 -3.44950
H -0.71480 4.30501 -4.83740
H 2.38187 4.70279 2.82425
H 0.99816 -2.99942 -3.26407
H 0.74316 5.74520 4.23704
O 5.90304 0.87956 2.29253
N -2.12334 3.11947 2.12162
C 0.76249 -3.30774 -2.26203
H -4.21899 -0.77573 -3.89529
O -0.36483 -0.61671 -3.79285
H 0.47069 -5.12195 0.47876
H 4.41254 2.12354 3.73643
H 6.60467 1.08264 -1.12412
N -3.28756 0.68247 -0.83353
H 0.17465 5.38314 -3.56209
C -4.84333 -4.23284 -3.32586
C 1.33976 -0.42890 0.04168
H 4.82766 3.84282 1.30318
H 2.94520 2.65363 -4.60720
H -5.37685 -5.27875 -0.52974
H 2.88050 4.54040 -4.42724
H -1.61120 5.42882 4.09687
O 3.91679 1.65154 -1.60768
C -1.71455 4.08249 2.62009
H 6.45203 4.27478 0.83372
H 0.52475 0.23036 4.52720
C -3.08741 2.08648 -0.60797
H -1.35459 -0.09738 -1.08492
H -5.16764 0.96115 -1.28505
H -4.21918 -4.04610 -0.07336
C 1.39345 -1.07917 -1.25444
H 1.09502 3.85775 1.91715
H -5.80647 -3.66590 -0.67153
C 0.41640 4.93175 3.66529
H 2.21749 -0.72201 -1.83626
C -1.92175 1.68488 5.40407
H 2.65780 1.72372 3.61865
H 1.04314 -3.04004 -0.10839
H 0.68907 5.26612 -5.35298
O -0.69294 2.27622 -3.76552
O -4.66439 -1.01865 -1.51294
H 0.94141 -4.40113 -2.16746
O -1.33487 2.74628 5.19751
C 0.52326 -5.20368 1.56015
N -4.21178 -4.27994 -2.01499
H 1.49114 -4.86948 1.96398
H -2.17006 -5.31714 1.54933
H 3.42635 2.84285 -0.09968
H 2.17053 -0.92773 3.46378
H 0.64752 -0.72591 -1.89495
H -1.89317 0.04193 0.59097
C 4.21229 2.36465 -0.66246
H 0.33230 -6.24206 1.92589
C 0.42547 2.33959 -4.17262
C 0.20053 4.70804 -4.52121
H 3.04141 -0.88506 5.05144
N 1.07823 3.53158 -4.39418
H 6.43951 2.54045 -2.20278
H -2.69671 2.33635 0.40249
C -1.57189 -0.57861 -3.69460
H 0.95198 1.48278 -4.48857
C -4.48591 0.16060 -1.23552
O 1.07326 -3.11861 3.30304
H -2.38480 2.48238 -1.34720
H -4.21572 -1.88319 -5.23412
C -5.00585 -4.26998 -0.80557
H -3.12654 -0.56203 5.65470
H -2.31138 -4.40502 -2.94710
C 6.62477 2.15975 -1.16916
H -2.80353 1.67757 6.11079
N 4.02523 0.19023 3.49162
H 0.40797 4.01399 4.29245
H -4.03263 2.57693 -0.88947
C -0.36655 0.54340 3.96176
H 6.05816 2.79015 1.65225
H -4.16455 -4.37261 -4.17413
H 3.57587 -1.84597 3.62303
C -2.25244 -0.71256 4.98149
H -0.80846 -2.99392 3.74026
H 2.48683 3.75453 -6.04146
H -2.09407 0.03258 -2.91711
O -2.26258 -4.54318 -0.85706
H 5.33113 -1.05986 2.48427
C 3.19914 -0.92161 3.94393
H -2.45485 -4.25305 2.95591
C -1.04254 5.21820 3.26170
C 2.46788 3.66642 -4.87913
H -0.10456 1.45621 3.44110
N 5.48850 2.75073 -0.33351
C -2.84178 -4.39655 -1.92851
H -0.71529 -2.66523 -5.12270
H -1.07685 6.08777 2.48385
H 7.62915 2.40951 -0.78730
H -1.56688 -1.62836 -6.37067

=====

# 7
13
Properties=species:S:1:pos:R:3 method="wB97M-V/def2-TZVPD" multiplicity=1 max_force_ev_per_a=3.96 total_charge=0 e_homo_ha=-0.3385 lumo_ha=0.0328 orbital_gap_ev=10.104 de_lowest_kcal_mol=94.80
H 1.94277 -0.56563 -1.63247
C -1.43175 0.54222 0.33657
N -0.08843 -1.06383 0.25414
C -0.15233 1.15180 0.07757
H -3.28514 0.62031 0.48387
H 0.02495 2.19098 -0.14662
H 2.88761 0.11210 -0.28696
C 0.68000 0.09791 -0.05997
H 0.26283 -1.51267 1.10150
H 1.19900 -1.64548 -0.40228
N -1.42568 -0.75809 0.44117
O -2.56099 1.25743 0.39280
C 1.94715 -0.42705 -0.55933

=====

# 8
87
Properties=species:S:1:pos:R:3 method="wB97M-V/def2-TZVPD" multiplicity=1 max_force_ev_per_a=1.11 total_charge=0 e_homo_ha=-0.3004 lumo_ha=0.0137 orbital_gap_ev=8.546 de_lowest_kcal_mol=0.00
H -2.33269 1.26127 -1.87180
H -1.65348 -5.38236 -1.60539
As -0.60660 -0.72828 2.26433
H 0.17719 -5.66864 2.40034
H -1.34210 -3.43517 -4.35959
C -2.45346 1.45842 2.69620
C 1.16510 -3.87767 -0.50141
H 2.90145 -4.89534 0.24418
C -2.86297 -4.23897 2.83315
C 0.97482 -1.18555 -3.35234
C -0.79885 3.38059 -0.54683
H -1.71396 -0.28611 7.17912
H -3.70639 3.17397 2.97246
H -5.38019 -4.15216 -0.16810
H 2.50790 -0.34616 -4.60326
C -4.30121 0.65728 0.78500
C -3.56771 2.24579 2.43244
H -2.25232 -0.63142 4.80276
H -0.37097 -7.37661 -0.96990
C 1.08472 -0.12242 4.53120
C -0.65709 -5.26027 -1.19300
H 1.50283 1.81898 -3.13178
H 0.61962 0.16382 7.87198
C -0.92689 -0.23842 6.43739
C 1.88313 1.35966 1.11626
C -0.21952 -3.56651 2.34208
H -6.66234 -3.08492 -2.00039
H -0.14590 -3.12770 -6.48455
H -5.36684 2.45550 1.28086
H -1.66883 3.09122 0.04568
C 0.16850 -2.57678 -5.60668
H -1.72890 1.78880 3.43054
H 2.33738 0.64534 1.79680
C -1.22903 -0.43146 5.09841
H -3.03813 -1.47425 -3.59881
H 2.61112 1.73290 0.40146
H 0.81514 -3.31310 2.14920
C -2.50609 -2.90623 2.67443
H -2.94158 -3.87764 -0.04573
H -1.54019 2.10239 -3.23216
H 2.07014 2.84565 -1.79999
C -3.48877 -3.41235 -0.86052
C -0.12432 -2.04367 -3.25494
C -5.58762 -2.96397 -1.94603
H 1.77394 -1.57527 -6.62064
H 1.60750 -2.89386 -0.36688
H 1.91174 -7.14860 -0.04056
H 0.84518 3.45667 -2.93536
C -1.18143 -2.56823 2.42003
C 1.20388 2.57426 -2.40441
C -1.40666 1.36258 -2.43982
C -2.79770 -2.65711 -1.81665
H 2.41224 0.26607 6.16997
C -1.90158 -5.23603 2.73427
C -4.92203 -2.21170 -2.90558
Si -0.94966 -2.37928 -1.58727
I 1.57484 3.08412 2.39075
C -4.86825 -3.56417 -0.92057
C -0.57758 -4.89856 2.49233
Pt 0.35414 0.38268 0.23139
H -3.26724 -2.13910 2.74278
C -4.49578 1.84423 1.48144
C -3.18454 -0.12727 1.03906
H -5.47832 -1.74116 -3.70719
C -3.54160 -2.06390 -2.83886
C -2.26183 0.26248 2.00800
C 1.24666 -1.70554 -5.68359
C 1.89859 -5.00210 -0.15266
H 1.87705 -0.07073 3.79470
H -1.16056 0.40147 -2.88120
C 1.65515 -1.01331 -4.55197
H -3.01913 -1.02793 0.46318
H -5.01428 0.33605 0.03537
P -0.08703 1.89984 -1.31703
H -0.06431 3.82857 0.12049
H 1.31158 -0.65945 -2.46353
C 0.38448 0.01308 6.82596
H -1.09856 4.10297 -1.30889
C -0.12972 -3.98096 -1.02073
O -0.75060 -1.20839 -0.52498
H -2.18482 -6.27525 2.84313
C 1.39016 0.06816 5.87375
C -0.50425 -2.74626 -4.40259
H -3.89662 -4.49681 3.02809
C -0.22462 -0.36816 4.13568
C 1.34457 -6.26724 -0.31358
C 0.06501 -6.39435 -0.83491

=====

# 9
54
Properties=species:S:1:pos:R:3 method="wB97M-V/def2-TZVPD" multiplicity=5 s2=6.02 max_force_ev_per_a=0.10 total_charge=0 e_homo_ha="-0.2631 / -0.2718" lumo_ha="-0.0009 / -0.0069" orbital_gap_ev="7.136 / 7.209" de_lowest_kcal_mol=0.00
Cl 2.64969 -1.66556 0.60732
N -2.99098 1.77316 -2.11356
H -1.88100 -4.25686 1.59304
S -0.87447 3.42895 -2.57833
H -1.83070 -1.29053 -2.10686
C 2.33945 -4.13141 3.69742
Cr 0.81365 0.07130 0.40688
C -1.63736 4.20822 1.21303
C -3.97618 2.83138 -2.08159
H 2.09400 0.19253 -5.47010
C 2.42088 0.18053 -2.11907
H 3.10333 -4.16900 1.68090
C -2.09531 -0.24697 -2.14254
C 2.23916 -2.28584 2.20206
C 0.52732 0.45322 -4.03174
H -0.25856 -3.92903 2.23805
H -4.25430 0.03838 -1.85567
Cl 0.52241 -1.14864 5.59353
C -1.66913 1.98033 -2.31740
C 1.83505 0.24387 -4.42134
N -1.11074 0.72759 -2.29089
H -4.33025 3.06355 -3.08655
H 1.46496 -3.75831 5.62384
H -3.51379 3.72297 -1.66317
S -0.96816 -1.77432 0.62652
C 2.80544 0.11226 -3.44119
S 1.11307 0.18878 2.75938
C -0.82575 -4.51426 1.51522
C 1.69615 -3.35759 4.64673
S 0.22332 -2.94457 -1.89999
C 2.61544 -3.59054 2.45250
N -0.21080 1.91945 0.61550
H 3.15802 0.09576 -1.33139
N 1.15138 0.35772 -1.72788
C -1.53364 1.86383 0.83172
H -2.19098 5.10797 1.44664
C 0.23691 0.49963 -2.68125
H -0.27300 0.58670 -4.74468
H 2.61881 -5.15141 3.92180
H 3.84532 -0.04265 -3.68851
H 0.26288 5.20812 1.04048
C -0.35750 -3.05878 -0.34072
H -4.81321 2.51504 -1.46208
C -3.25971 0.40989 -2.02244
C -0.27540 4.27396 0.99193
H -3.34395 2.88676 1.30194
O -0.34455 -4.28869 0.18738
C -2.28148 2.98250 1.12968
H -1.97899 0.87790 0.75904
H -0.68071 -5.57816 1.68499
I 2.44745 3.15067 0.36056
C 0.39551 3.09898 0.69230
C 1.58331 -1.45336 3.11196
C 1.32996 -2.05390 4.35511

=====

# 10
13
Properties=species:S:1:pos:R:3 method="wB97M-V/def2-TZVPD" multiplicity=1 max_force_ev_per_a=2.91 total_charge=0 e_homo_ha=-0.3192 lumo_ha=0.0085 orbital_gap_ev=8.918 de_lowest_kcal_mol=99.14
H -1.86079 -0.62018 1.38602
H 0.39544 0.60430 -1.99951
C 1.29180 -0.32868 0.00458
H -1.96836 -0.25417 -1.24546
O -0.97857 -1.70040 -0.08860
H 0.61948 0.54588 2.03341
N 0.18169 1.34989 -0.00531
S 2.79714 -0.77272 -0.07631
H 1.07544 1.79455 0.01012
C 0.18045 0.26968 -1.00861
C -1.06946 -0.48792 -0.73277
C 0.34451 0.17896 1.00598
C -1.00878 -0.57920 0.71647

=====

# 11
15
Properties=species:S:1:pos:R:3 method="wB97M-V/def2-TZVPD" multiplicity=1 max_force_ev_per_a=7.27 total_charge=0 e_homo_ha=-0.3133 lumo_ha=-0.0107 orbital_gap_ev=8.233 de_lowest_kcal_mol=128.54
C -1.31589 -0.54362 -0.05124
H 2.28997 0.56512 0.93331
S -0.31942 0.84577 -2.05629
C 0.14977 0.67067 0.75392
C 0.12615 -0.75525 0.53231
H -1.40579 -1.07041 -0.93823
H 0.22654 -1.48313 1.40645
O 1.25483 1.50415 0.73934
H -0.37208 1.08455 1.71019
N 0.90565 -0.46808 -1.81453
C -0.98652 0.94868 -0.42208
C 0.98133 -1.01217 -0.69879
H -1.98169 -0.55759 0.73288
H 1.97086 -1.61103 -0.62044
H -1.52371 1.88234 -0.20681

=====

# 12
15
Properties=species:S:1:pos:R:3 method="wB97M-V/def2-TZVPD" multiplicity=2 s2=0.75 max_force_ev_per_a=1.42 total_charge=0 e_homo_ha="-0.3384 / -0.3306" lumo_ha="0.0390 / -0.0734" orbital_gap_ev="10.270 / 7.000" de_lowest_kcal_mol=0.00
H 1.08699 0.43842 0.76796
H 0.33326 -1.23345 1.77590
N 0.07334 -1.34505 0.79892
C 1.03551 -0.44274 -1.27782
H 0.43531 -1.25401 -1.70299
H 0.85793 -1.95293 0.52449
S 2.72149 -1.05470 -1.17568
H -1.51641 0.05865 -0.62349
H -0.64048 1.61815 -0.77193
H 0.97928 0.39651 -1.96968
C -0.81972 0.74312 -0.14310
C 0.44434 -0.08459 0.07058
H -2.03872 0.65903 1.51660
H -1.64028 2.20118 1.06558
N -1.31183 1.25241 1.14465